[1]
ORCA calculation (ωB97M-V/def2-TZVPD) on a single C5H6O2 molecule.

Properties
Charge: 0
LUMO: 0.970 eV
SMILES: C#C[C@@H](C)OC=O

Last column: Löwdin charge in e.
Geometry (Å):
1 C -1.632 -1.448 1.735  0.137
2 C -1.040 -0.828 0.893  -0.073
3 C -0.314 0.048 -0.031  -0.367
4 C 0.513 1.077 0.737  -0.025
5 O 0.553 -0.785 -0.835  -0.005
6 C 0.879 -0.306 -2.040  -0.337
7 O 0.540 0.754 -2.499  0.075
8 H -2.141 -1.985 2.505  0.031
9 H -1.015 0.552 -0.705  0.149
10 H 1.399 0.590 1.154  0.095
11 H -0.070 1.485 1.566  0.089
12 H 0.819 1.890 0.075  0.083
13 H 1.510 -1.044 -2.555  0.149

***

[2]
ORCA calculation (ωB97M-V/def2-TZVPD) on 2 unconnected molecules or ions with the total composition C5H6O2.

Properties
Charge: 0
LUMO: -0.210 eV

Last column: Löwdin charge in e.
Geometry (Å):
1 O 1.191 -2.174 -0.276  0.100
2 C 0.569 -1.144 -0.340  -0.382
3 C -0.861 -0.978 -0.840  -0.075
4 O -1.110 0.327 -1.028  -0.042
5 C -0.048 1.142 -0.489  -0.225
6 C 0.181 0.997 0.966  -0.027
7 C 1.056 0.248 -0.032  -0.117
8 H -1.588 -1.514 0.619  0.190
9 H -1.676 -1.686 -0.458  0.043
10 H 0.073 2.068 -1.042  0.158
11 H -0.544 0.417 1.535  0.109
12 H 0.645 1.817 1.506  0.115
13 H 2.112 0.481 -0.121  0.152

***

[3]
ORCA calculation (ωB97M-V/def2-TZVPD) on a molecular structure, C5H6O2.

Properties
Charge: 0
LUMO (alpha / beta): 0.625 / 0.625 eV

Last column: Löwdin charge in e.
Geometry (Å):
1 O -2.189 -0.693 0.478  0.122
2 C -1.140 -0.266 0.077  -0.347
3 C -0.831 1.209 -0.247  -0.089
4 O 0.282 1.162 -1.110  -0.056
5 C 0.882 -0.026 -0.873  -0.099
6 C 0.947 -0.571 1.049  0.028
7 C 0.158 -1.050 -0.139  -0.277
8 H -0.566 1.750 0.675  0.147
9 H -1.633 1.722 -0.770  0.140
10 H 1.622 -0.250 -1.654  0.156
11 H 0.325 -0.362 1.938  0.081
12 H 2.004 -0.402 1.144  0.050
13 H 0.074 -2.094 -0.458  0.145

***

These records have energy relative to the best compared isomer or geometry (same formula, charge and spin) values of 1.8638 5.0695 3.8571 eV, in the order they appear.